{"formula": "C16H35Cl28O2PSi", "method": "ωB97M-V/def2-TZVPD", "species": ["C", "C", "Si", "P", "O", "O", "H", "H", "H", "H", "H", "H", "H", "C", "Cl", "Cl", "H", "H", "C", "Cl", "Cl", "H", "H", "C", "Cl", "Cl", "H", "H", "C", "Cl", "Cl", "H", "H", "C", "Cl", "Cl", "H", "H", "C", "Cl", "Cl", "H", "H", "C", "Cl", "Cl", "H", "H", "C", "Cl", "Cl", "H", "H", "C", "Cl", "Cl", "H", "H", "C", "Cl", "Cl", "H", "H", "C", "Cl", "Cl", "H", "H", "C", "Cl", "Cl", "H", "H", "C", "Cl", "Cl", "H", "H", "C", "Cl", "Cl", "H", "H"], "coordinates": [[2.270, -0.136, -2.692], [3.088, -0.847, -1.867], [4.682, -1.498, -2.569], [4.054, -2.740, -4.372], [2.536, -3.218, -4.023], [3.722, -1.491, -5.437], [1.229, -0.440, -2.805], [2.623, 0.698, -3.304], [2.747, -1.085, -0.858], [5.407, -2.332, -1.584], [5.584, -0.447, -3.107], [2.179, -2.818, -3.213], [4.542, -1.032, -5.663], [-1.135, -2.741, -0.773], [0.023, -4.077, -0.860], [-0.432, -1.231, -1.366], [-1.997, -2.988, -1.381], [-1.430, -2.601, 0.260], [-0.985, -1.848, 3.291], [-0.941, -3.530, 2.735], [-2.261, -0.911, 2.495], [-1.159, -1.830, 4.361], [-0.032, -1.388, 3.058], [-4.970, -3.124, 1.201], [-4.788, -2.192, -0.291], [-6.673, -3.349, 1.632], [-4.519, -4.103, 1.052], [-4.479, -2.587, 2.002], [-0.636, 0.580, 7.038], [-0.608, -1.123, 6.546], [-1.906, 1.478, 6.201], [-0.816, 0.632, 8.105], [0.315, 1.030, 6.793], [0.308, -0.685, -5.869], [0.046, 0.202, -7.378], [-0.665, -0.023, -4.543], [0.025, -1.720, -6.019], [1.357, -0.618, -5.600], [1.673, 3.841, 6.362], [1.319, 2.864, 4.933], [1.193, 3.018, 7.858], [2.738, 4.031, 6.401], [1.123, 4.772, 6.290], [5.770, 2.315, -3.653], [4.339, 2.127, -4.676], [5.363, 2.327, -1.935], [6.442, 1.486, -3.844], [6.245, 3.257, -3.901], [-3.731, 2.070, -5.623], [-5.082, 1.883, -6.754], [-4.278, 2.158, -3.947], [-3.072, 1.217, -5.729], [-3.206, 2.987, -5.865], [-3.816, 4.891, 6.186], [-2.714, 6.274, 6.238], [-5.249, 5.226, 5.209], [-3.289, 4.051, 5.752], [-4.130, 4.660, 7.196], [2.923, 6.202, 2.864], [1.225, 6.416, 3.297], [3.711, 4.993, 3.898], [2.983, 5.862, 1.837], [3.438, 7.146, 2.986], [-6.788, -0.723, -8.458], [-6.977, -2.123, -7.396], [-8.223, -0.448, -9.454], [-6.618, 0.152, -7.843], [-5.942, -0.898, -9.112], [-4.237, -7.000, -0.314], [-3.241, -5.540, -0.186], [-5.690, -6.720, -1.273], [-3.647, -7.774, -0.789], [-4.531, -7.302, 0.684], [6.718, 6.515, 2.514], [7.267, 6.161, 0.872], [6.039, 8.145, 2.645], [5.954, 5.795, 2.784], [7.565, 6.444, 3.186], [0.852, -7.056, 3.974], [1.927, -5.660, 4.119], [-0.586, -6.696, 3.010], [1.396, -7.860, 3.492], [0.535, -7.352, 4.966]], "homo_energy_ev": -8.22}

{"formula": "C16H35Cl6N2O10SZn2", "method": "ωB97M-V/def2-TZVPD", "species": ["Zn", "Zn", "C", "C", "O", "O", "H", "H", "H", "S", "O", "O", "O", "O", "C", "Cl", "Cl", "Cl", "H", "C", "Cl", "Cl", "Cl", "H", "C", "O", "C", "C", "N", "C", "C", "O", "C", "H", "H", "H", "H", "H", "H", "H", "H", "H", "H", "H", "H", "H", "H", "H", "C", "O", "C", "C", "N", "C", "C", "O", "C", "H", "H", "H", "H", "H", "H", "H", "H", "H", "H", "H", "H", "H", "H", "H"], "coordinates": [[2.296, 7.641, -14.279], [-1.111, 11.155, -13.564], [2.948, 11.905, -14.982], [1.959, 10.765, -14.707], [0.835, 11.141, -14.428], [2.326, 9.572, -14.810], [3.612, 11.874, -15.846], [3.633, 11.629, -14.181], [2.649, 12.917, -14.709], [-2.723, 13.195, -13.576], [-1.470, 12.818, -14.196], [-3.669, 13.654, -14.560], [-2.913, 11.815, -13.103], [-2.411, 14.113, -12.524], [3.442, 9.820, -18.337], [5.113, 9.423, -18.070], [2.617, 8.388, -19.011], [3.441, 11.044, -19.618], [2.925, 10.183, -17.449], [0.963, 15.720, -16.191], [1.338, 14.584, -17.503], [1.898, 17.224, -16.280], [0.989, 15.091, -14.565], [-0.010, 16.156, -16.419], [-1.554, 10.728, -16.680], [-1.646, 10.166, -15.379], [-2.180, 8.856, -15.326], [-2.370, 8.573, -13.761], [-1.328, 9.051, -12.899], [-1.655, 8.644, -11.525], [-2.824, 9.251, -10.781], [-2.668, 8.959, -9.461], [-3.793, 9.578, -8.803], [-0.549, 10.779, -17.101], [-1.947, 11.742, -16.758], [-2.209, 10.141, -17.323], [-1.616, 8.074, -15.836], [-3.202, 8.822, -15.705], [-2.583, 7.514, -13.614], [-3.201, 9.152, -13.359], [-0.421, 8.612, -12.976], [-0.852, 9.084, -10.934], [-1.413, 7.617, -11.252], [-3.807, 8.996, -11.177], [-2.799, 10.302, -11.069], [-3.707, 9.344, -7.742], [-4.732, 9.141, -9.145], [-4.066, 10.600, -9.068], [7.972, 4.393, -12.099], [7.835, 5.837, -12.131], [6.932, 6.356, -11.076], [6.549, 7.839, -11.346], [7.610, 8.835, -11.013], [7.070, 10.162, -10.957], [6.498, 10.796, -12.187], [7.353, 11.170, -13.260], [6.697, 11.396, -14.474], [6.982, 3.944, -12.179], [8.591, 4.056, -11.268], [8.581, 4.123, -12.962], [7.254, 6.275, -10.038], [6.052, 5.713, -11.061], [5.734, 8.176, -10.705], [6.297, 7.943, -12.401], [8.207, 8.784, -11.825], [7.893, 10.796, -10.628], [6.364, 10.180, -10.126], [6.057, 11.648, -11.669], [5.790, 10.069, -12.586], [6.034, 10.572, -14.738], [7.389, 11.506, -15.310], [5.960, 12.197, -14.414]], "multiplicity": 2, "homo_energy_ev": [-7.87, -7.87], "s_squared": 0.752}

{"formula": "C16H35Cl8N2O3Pd", "method": "ωB97M-V/def2-TZVPD", "species": ["Pd", "C", "C", "O", "H", "H", "H", "H", "H", "Cl", "C", "C", "Cl", "H", "H", "H", "H", "Cl", "C", "C", "Cl", "H", "H", "H", "H", "Cl", "C", "C", "Cl", "H", "H", "H", "H", "Cl", "C", "C", "Cl", "H", "H", "H", "H", "C", "O", "N", "C", "C", "H", "H", "H", "H", "H", "H", "H", "C", "O", "N", "C", "C", "H", "H", "H", "H", "H", "H", "H"], "coordinates": [[-3.996, -31.979, -4.873], [-5.762, -28.748, -2.676], [-4.395, -29.268, -2.512], [-3.884, -30.254, -3.392], [-5.900, -28.556, -3.740], [-6.077, -28.009, -1.940], [-6.469, -29.563, -2.520], [-4.484, -29.651, -1.495], [-3.848, -28.375, -2.210], [-8.323, -28.744, 0.566], [-7.207, -30.089, 0.961], [-7.839, -31.538, 0.981], [-8.797, -31.699, -0.489], [-6.975, -30.002, 2.022], [-6.296, -29.909, 0.391], [-8.431, -31.517, 1.896], [-7.083, -32.323, 0.992], [-9.594, -26.830, -4.163], [-8.475, -26.018, -3.080], [-9.364, -25.359, -2.015], [-8.419, -24.421, -0.804], [-7.960, -25.156, -3.505], [-7.760, -26.699, -2.618], [-9.846, -26.205, -1.524], [-10.053, -24.638, -2.456], [-5.630, -25.288, -5.029], [-3.961, -25.791, -4.726], [-3.081, -24.664, -5.294], [-1.879, -24.209, -4.033], [-3.862, -26.773, -5.188], [-4.000, -25.903, -3.643], [-3.691, -23.845, -5.676], [-2.464, -25.109, -6.074], [-3.629, -25.510, -0.792], [-2.000, -26.306, -0.463], [-0.965, -25.160, -0.030], [-0.981, -24.955, 1.700], [-1.685, -26.791, -1.387], [-2.140, -26.993, 0.372], [-1.171, -24.227, -0.554], [0.027, -25.426, -0.395], [-2.716, -32.148, -0.124], [-3.220, -33.066, 0.528], [-1.730, -31.381, 0.263], [-1.143, -30.386, -0.528], [-1.063, -31.726, 1.459], [-3.128, -31.740, -1.060], [-0.959, -30.677, -1.562], [-0.162, -30.107, -0.143], [-1.748, -29.482, -0.462], [-0.928, -30.750, 1.925], [-1.659, -32.307, 2.162], [-0.096, -32.194, 1.276], [-7.103, -31.187, -4.922], [-6.143, -31.919, -4.971], [-8.224, -31.366, -5.625], [-9.453, -30.639, -5.220], [-8.480, -32.520, -6.518], [-7.222, -30.302, -4.279], [-10.117, -30.542, -6.079], [-9.337, -29.582, -4.982], [-10.091, -31.076, -4.452], [-7.475, -32.755, -6.869], [-8.847, -33.211, -5.759], [-9.249, -32.331, -7.267]], "multiplicity": 4, "homo_energy_ev": [-5.57, -8.83], "s_squared": 3.763}

{"formula": "C16H35ClO16PS", "method": "ωB97M-V/def2-TZVPD", "species": ["Cl", "O", "O", "O", "O", "C", "C", "C", "S", "O", "O", "C", "H", "H", "H", "H", "H", "H", "H", "H", "C", "O", "C", "O", "O", "C", "H", "H", "H", "H", "H", "H", "C", "O", "C", "O", "O", "C", "H", "H", "H", "H", "H", "H", "C", "C", "O", "P", "O", "O", "C", "C", "O", "C", "C", "H", "H", "H", "H", "H", "H", "H", "H", "H", "H", "H", "H", "H", "H", "H"], "coordinates": [[-2.834, -1.579, 1.365], [-4.137, -2.036, 0.953], [-2.580, -1.811, 2.819], [-1.814, -2.221, 0.604], [-2.806, -0.151, 1.227], [-1.935, 3.483, 2.108], [-1.102, 2.328, 2.777], [-1.737, 1.658, 4.008], [-2.827, 2.935, 4.705], [-2.053, 3.869, 5.523], [-4.102, 2.258, 5.071], [-3.196, 3.660, 2.976], [-2.080, 3.128, 1.088], [-1.322, 4.366, 1.929], [-0.099, 2.540, 3.147], [-0.987, 1.567, 2.006], [-1.075, 1.375, 4.826], [-2.507, 0.901, 3.858], [-3.769, 4.587, 3.012], [-3.947, 3.027, 2.504], [-2.498, -5.490, 0.452], [-1.712, -6.394, -0.261], [-2.100, -7.301, -1.094], [-3.242, -7.747, -1.254], [-1.015, -7.842, -1.725], [-1.307, -8.888, -2.622], [-3.218, -5.961, 1.121], [-3.118, -4.969, -0.279], [-1.986, -4.711, 1.016], [-0.480, -9.421, -3.092], [-1.797, -8.692, -3.575], [-1.725, -9.777, -2.149], [2.215, -1.599, -3.997], [1.011, -2.013, -3.503], [0.045, -1.106, -3.346], [0.035, -0.014, -3.966], [-0.833, -1.667, -2.595], [-2.027, -1.013, -2.139], [2.998, -2.296, -3.698], [2.474, -0.558, -3.808], [1.981, -1.895, -5.020], [-2.328, -0.278, -2.885], [-1.777, -0.324, -1.332], [-2.839, -1.740, -2.115], [1.058, 0.138, -0.233], [1.764, 0.789, 0.999], [2.257, 2.094, 0.638], [3.842, 2.198, 0.191], [4.697, 1.309, 0.957], [3.711, 2.052, -1.435], [2.808, 2.890, -2.085], [2.328, 2.049, -3.374], [4.115, 3.791, 0.459], [3.603, 4.384, 1.624], [3.728, 5.899, 1.621], [0.294, -0.594, 0.028], [0.702, 0.834, -0.993], [1.846, -0.402, -0.758], [1.071, 0.697, 1.836], [2.563, 0.164, 1.398], [1.975, 3.225, -1.467], [3.386, 3.783, -2.323], [3.125, 1.369, -3.675], [1.417, 1.518, -3.099], [1.935, 2.724, -4.135], [2.516, 4.300, 1.612], [4.108, 3.915, 2.469], [4.787, 6.073, 1.814], [3.271, 6.375, 0.754], [3.245, 6.237, 2.538]], "multiplicity": 2, "homo_energy_ev": [-10.45, -10.45], "s_squared": 0.762}

Question: What is the formula in the third record?
Answer: C16H35Cl8N2O3Pd

Copy entry 3 word for word.
{"formula": "C16H35Cl8N2O3Pd", "method": "ωB97M-V/def2-TZVPD", "species": ["Pd", "C", "C", "O", "H", "H", "H", "H", "H", "Cl", "C", "C", "Cl", "H", "H", "H", "H", "Cl", "C", "C", "Cl", "H", "H", "H", "H", "Cl", "C", "C", "Cl", "H", "H", "H", "H", "Cl", "C", "C", "Cl", "H", "H", "H", "H", "C", "O", "N", "C", "C", "H", "H", "H", "H", "H", "H", "H", "C", "O", "N", "C", "C", "H", "H", "H", "H", "H", "H", "H"], "coordinates": [[-3.996, -31.979, -4.873], [-5.762, -28.748, -2.676], [-4.395, -29.268, -2.512], [-3.884, -30.254, -3.392], [-5.900, -28.556, -3.740], [-6.077, -28.009, -1.940], [-6.469, -29.563, -2.520], [-4.484, -29.651, -1.495], [-3.848, -28.375, -2.210], [-8.323, -28.744, 0.566], [-7.207, -30.089, 0.961], [-7.839, -31.538, 0.981], [-8.797, -31.699, -0.489], [-6.975, -30.002, 2.022], [-6.296, -29.909, 0.391], [-8.431, -31.517, 1.896], [-7.083, -32.323, 0.992], [-9.594, -26.830, -4.163], [-8.475, -26.018, -3.080], [-9.364, -25.359, -2.015], [-8.419, -24.421, -0.804], [-7.960, -25.156, -3.505], [-7.760, -26.699, -2.618], [-9.846, -26.205, -1.524], [-10.053, -24.638, -2.456], [-5.630, -25.288, -5.029], [-3.961, -25.791, -4.726], [-3.081, -24.664, -5.294], [-1.879, -24.209, -4.033], [-3.862, -26.773, -5.188], [-4.000, -25.903, -3.643], [-3.691, -23.845, -5.676], [-2.464, -25.109, -6.074], [-3.629, -25.510, -0.792], [-2.000, -26.306, -0.463], [-0.965, -25.160, -0.030], [-0.981, -24.955, 1.700], [-1.685, -26.791, -1.387], [-2.140, -26.993, 0.372], [-1.171, -24.227, -0.554], [0.027, -25.426, -0.395], [-2.716, -32.148, -0.124], [-3.220, -33.066, 0.528], [-1.730, -31.381, 0.263], [-1.143, -30.386, -0.528], [-1.063, -31.726, 1.459], [-3.128, -31.740, -1.060], [-0.959, -30.677, -1.562], [-0.162, -30.107, -0.143], [-1.748, -29.482, -0.462], [-0.928, -30.750, 1.925], [-1.659, -32.307, 2.162], [-0.096, -32.194, 1.276], [-7.103, -31.187, -4.922], [-6.143, -31.919, -4.971], [-8.224, -31.366, -5.625], [-9.453, -30.639, -5.220], [-8.480, -32.520, -6.518], [-7.222, -30.302, -4.279], [-10.117, -30.542, -6.079], [-9.337, -29.582, -4.982], [-10.091, -31.076, -4.452], [-7.475, -32.755, -6.869], [-8.847, -33.211, -5.759], [-9.249, -32.331, -7.267]], "multiplicity": 4, "homo_energy_ev": [-5.57, -8.83], "s_squared": 3.763}